No. 1
Here is a 2-piece molecular cluster, CH4ClNO overall from the OMol25 dataset. Energies are from ωB97M-V/def2-TZVPD.

DFT total energy   -17161.481 eV
Maximum force   0.9 eV/A
Kohn-Sham gap   8.7 eV
Relative energy (zero: lowest compared OMol25 entry of this formula, charge and spin)   23.4 kcal per mole

The geometry in XYZ format:
```
8
Properties=species:S:1:pos:R:3:mulliken_charge:R:1
C 0.18929 -0.16262 -0.29053 -0.083
N 0.80912 0.83259 0.31738 -0.296
O 0.28292 -1.36510 0.21367 -0.459
Cl -2.44765 0.18000 -0.02697 -0.635
H -0.23119 0.00797 -1.27054 0.531
H 1.11077 0.70713 1.27455 0.250
H 0.62665 1.77207 -0.00127 0.279
H -0.33991 -1.97203 -0.21629 0.412
```

No. 2
Here is a 2-piece molecular cluster, CH4ClNO9PS overall at a distorted geometry from the OMol25 dataset. Energies are from ωB97M-V/def2-TZVPD.

DFT total energy   -53662.942 eV
Maximum force   1.0 eV/A
Kohn-Sham gap   7.8 eV
Net charge   -1
Relative energy (zero: lowest compared OMol25 entry of this formula, charge and spin)   9.1 kcal per mole

The geometry in XYZ format:
```
18
Properties=species:S:1:pos:R:3:mulliken_charge:R:1
O 3.34230 -0.80936 0.64136 -0.495
C 2.70581 -0.71186 -0.36812 0.418
N 1.34687 -1.04218 -0.48054 -0.272
P 0.35417 0.31125 -0.69738 0.930
O 0.85770 1.50694 -0.04536 -0.635
O -1.04956 -0.17611 -0.21683 -0.336
O 0.27941 0.49026 -2.27738 -0.487
O 3.27381 -0.39960 -1.57328 -0.275
S 3.75160 1.21579 -1.79055 -0.049
H 1.06804 -1.58036 0.32844 0.323
H -1.70734 0.17280 -0.82622 0.319
H 0.62905 -0.30256 -2.69144 0.360
H 3.75442 1.66084 -0.52272 0.164
O -2.62478 0.13458 3.02620 -0.651
Cl -3.72082 -0.06653 2.10881 1.688
O -3.78994 1.04575 1.18128 -0.673
O -4.96202 -0.15984 2.84259 -0.672
O -3.50870 -1.28981 1.36113 -0.657
```

No. 3
Here is a 2-piece molecular cluster, CH4ClNOS overall at a distorted geometry from the OMol25 dataset. Energies are from ωB97M-V/def2-TZVPD.

DFT total energy   -27996.503 eV
Structure (SMILES)   O=CNS.Cl
Maximum force   1.7 eV/A
Kohn-Sham gap   10.8 eV
Relative energy (zero: lowest compared OMol25 entry of this formula, charge and spin)   9.0 kcal per mole

The geometry in XYZ format:
```
9
Properties=species:S:1:pos:R:3:mulliken_charge:R:1
C -0.22999 0.89578 -0.44142 0.207
H -1.86896 -0.45313 0.58089 0.237
H 2.73583 -0.18233 0.31769 0.143
H -0.03697 -0.35534 1.16410 0.329
H 0.29307 1.11344 -1.38853 0.311
N 0.41482 -0.06872 0.30196 -0.311
O -1.24423 1.44238 -0.07913 -0.529
S 1.76655 -0.93065 -0.24219 -0.149
Cl -1.83012 -1.46143 -0.21337 -0.238
```

No. 4
Here is a 2-piece molecular cluster, CH4ClNOS2 overall at a distorted geometry from the OMol25 dataset. Energies are from ωB97M-V/def2-TZVPD.

DFT total energy   -38827.023 eV
Maximum force   4.6 eV/A
Kohn-Sham gap (spin up / spin down)   5.8 / 5.8 eV
Relative energy (zero: lowest compared OMol25 entry of this formula, charge and spin)   88.7 kcal per mole

The geometry in XYZ format:
```
10
Properties=species:S:1:pos:R:3:mulliken_charge:R:1
C 1.80092 0.97324 -0.30737 -0.347
N -1.29060 -0.73548 0.60549 -0.519
O 1.98391 -0.69462 1.73174 -0.403
S 2.46932 -2.16106 -0.82638 -0.247
S 1.58313 -0.74178 0.36404 0.464
Cl 3.44552 1.42374 0.00519 -0.091
H 1.46528 0.92351 -1.29142 0.388
H 1.31279 1.47810 0.49364 0.256
H -1.21847 -0.11223 1.33056 0.246
H -1.17328 -1.70871 0.79206 0.252
```

No. 5
Here is CH4ClOP as an isolated structure at a distorted geometry from the OMol25 dataset. Energies are from ωB97M-V/def2-TZVPD.

DFT total energy   -24959.889 eV
Maximum force   4.2 eV/A
Kohn-Sham gap   9.9 eV
Relative energy (zero: lowest compared OMol25 entry of this formula, charge and spin)   46.2 kcal per mole

The geometry in XYZ format:
```
8
Properties=species:S:1:pos:R:3:mulliken_charge:R:1
C -0.32523 0.04580 1.02393 -0.908
O 1.51986 -0.08967 -1.26267 -0.673
P -0.51481 -0.63329 -0.63057 0.440
Cl -1.39188 1.01682 -1.30285 -0.159
H -0.13912 1.13012 0.94449 0.302
H 0.39126 -0.46248 1.55060 0.338
H -1.24671 -0.18715 1.54007 0.370
H 1.70663 -0.82015 -1.86301 0.290
```

No. 6
Here is the molecule CH4ClOP at a distorted geometry from the OMol25 dataset. Energies are from ωB97M-V/def2-TZVPD.

DFT total energy   -24960.615 eV
Structure (SMILES)   CP(O)Cl
Maximum force   4.3 eV/A
Kohn-Sham gap   10.1 eV
Relative energy (zero: lowest compared OMol25 entry of this formula, charge and spin)   29.4 kcal per mole

The geometry in XYZ format:
```
8
Properties=species:S:1:pos:R:3:mulliken_charge:R:1
C -0.84970 -0.66982 0.21434 -0.747
O 0.43163 1.65489 -0.54203 -0.595
P 0.54045 0.26469 0.81571 0.395
Cl 2.15890 -0.73050 0.13526 -0.201
H -0.47427 -1.78989 -0.00388 0.272
H -1.26779 -0.32406 -0.77735 0.279
H -1.76629 -0.59195 0.82462 0.309
H 1.22707 2.18665 -0.66666 0.288
```